Record 1
The following is a quantum chemistry calculation of a molecular structure, Cl2I3O16P2Sn4, from the OMol25 dataset.

- HOMO energy: 0.18 eV
- E: -4556.7109 Ha
- Strongest force on any atom: 8.9 eV/Å
- Charge: -3

Cartesian coordinates (Å):
Sn  -2.2624  2.0244  -3.4074
Sn  1.2492  -1.5056  -4.0816
Sn  0.7957  4.0662  0.3506
Sn  -0.5545  -0.6644  0.0062
I  -3.9184  1.9750  0.0617
I  -1.3481  -3.5177  2.7168
I  1.2874  -3.9621  -1.1191
P  -2.2045  -1.5850  -3.3250
O  -3.2716  -0.7890  -4.1640
O  -3.0234  -2.4888  -2.3209
O  -1.2255  -0.6276  -2.7087
O  -1.5007  -2.3740  -4.4499
P  1.0568  1.4939  -2.1740
O  -0.1554  1.8711  -1.2903
O  1.9731  2.6325  -1.7101
O  0.7750  1.6227  -3.7776
O  1.4724  0.0909  -1.7102
Cl  3.8321  -1.1446  2.8485
O  4.0088  -2.3770  3.5391
O  4.6858  -0.2211  3.5017
O  3.9423  -1.0129  1.4419
O  2.5656  -0.7641  3.2253
Cl  -1.6847  1.4092  3.7281
O  -2.6820  0.5449  3.5348
O  -0.8295  1.5828  2.4470
O  -2.2525  2.6754  4.0717
O  -0.7310  1.0448  4.7651

Löwdin atomic charge list, values in e, 5 entries:
1 Sn 1.165
2 Sn 1.209
3 Sn 1.415
4 Sn 1.280
5 I -0.342


Record 2
The following is a quantum chemistry calculation of 2 unconnected molecules or ions with the total composition C5H14, from the OMol25 dataset.

- HOMO energy: -11.21 eV
- E: -198.8765 Ha
- Strongest force on any atom: 1.9 eV/Å
- Charge: 0

Cartesian coordinates (Å):
C  -1.1037  0.0769  -0.9833
C  -0.0692  -1.0049  -1.3056
C  -0.5351  -2.4617  -1.0243
H  -0.7038  1.0375  -1.2922
H  -1.4555  -0.0465  0.0353
H  -1.8957  -0.0167  -1.7338
H  0.2445  -0.9280  -2.3468
H  0.8133  -0.8656  -0.6791
H  0.1673  -2.9301  -0.3440
H  -1.5354  -2.5050  -0.5885
H  -0.5739  -3.0351  -1.9487
C  0.4949  2.1739  1.1893
C  1.1701  0.9866  1.8820
H  0.7796  3.0992  1.6878
H  0.7339  2.2674  0.1318
H  -0.5877  2.0334  1.1656
H  2.2406  1.1853  1.9530
H  1.0411  0.0706  1.3125
H  0.7747  0.8628  2.8891

Löwdin atomic charge list, values in e, 5 entries:
1 C -0.131
2 C -0.309
3 C -0.110
4 H 0.057
5 H 0.072


Record 3
The following is a quantum chemistry calculation of 2 unconnected molecules or ions with the total composition CH6O, from the OMol25 dataset.

- HOMO energy: -11.47 eV
- E: -116.9179 Ha
- Strongest force on any atom: 1.7 eV/Å
- Charge: 0

Cartesian coordinates (Å):
C  0.3106  1.0045  0.1261
H  -0.6154  0.9030  0.7112
H  1.0219  0.2207  0.4255
H  0.0811  0.9016  -0.9448
H  0.7553  1.9933  0.3119
O  -0.7770  -1.3906  -0.0949
H  0.2050  -1.3336  -0.1212
H  -0.9814  -2.2988  -0.4138

Löwdin atomic charge list, values in e, 5 entries:
1 C -0.073
2 H 0.029
3 H 0.013
4 H 0.031
5 H 0.025


Record 4
The following is a quantum chemistry calculation of a molecular structure, C48H43BrFN3O2TeTi, from the OMol25 dataset.

- HOMO energy (alpha / beta): -10.08 / -10.08 eV
- Multiplicity: 2
- E: -5960.8619 Ha
- Strongest force on any atom: 1.3 eV/Å
- Charge: +1

Cartesian coordinates (Å):
Ti  -0.2978  1.7601  -1.0847
Br  6.4544  2.0687  -2.1743
C  4.7034  2.2621  -1.3891
C  4.4555  1.7257  -0.1173
C  3.2206  1.8248  0.4457
C  2.1171  2.3981  -0.2055
O  0.9210  2.3058  0.3371
C  2.4280  3.0855  -1.4107
C  1.4635  4.0203  -1.9429
N  0.2268  3.7142  -1.8258
C  -0.7804  4.7137  -1.8371
C  -0.8678  5.8163  -2.6454
C  -1.9085  6.7627  -2.4859
C  -2.8627  6.6135  -1.5264
C  -2.8296  5.4478  -0.6773
C  -3.8313  5.1425  0.2926
C  -3.7521  3.9785  0.9931
C  -2.6796  3.0882  0.7538
N  -1.7382  3.3458  -0.1223
C  -1.8123  4.5151  -0.8503
C  3.7014  2.9821  -1.9955
H  5.2535  1.2277  0.4122
H  3.0300  1.3833  1.4097
H  1.7455  5.0394  -2.2109
H  -0.1719  6.0038  -3.4432
H  -1.9783  7.6017  -3.1692
H  -3.6340  7.3675  -1.4169
H  -4.6234  5.8647  0.4653
H  -4.5215  3.7238  1.6853
H  -2.6310  2.1648  1.3097
H  3.9334  3.4940  -2.9132
C  3.2463  -4.3705  6.2035
C  2.7452  -3.5107  5.0628
C  2.2046  -2.2606  5.3291
C  1.6984  -1.4524  4.3194
C  1.2039  -0.0662  4.7050
C  1.7227  -1.9411  3.0053
Te  0.8556  -0.7049  1.5619
N  0.3378  -0.1573  -0.7928
C  0.8590  -0.1167  -1.9698
O  0.5337  1.0104  -2.6484
C  1.7689  -1.1312  -2.5522
C  2.7359  -1.6684  -1.7223
C  3.5509  -2.7166  -2.1633
C  3.3969  -3.2074  -3.4516
C  2.4909  -2.6102  -4.3255
C  1.6655  -1.5874  -3.8864
C  -1.1359  -1.3909  1.6162
C  -1.5189  -2.4872  0.8352
C  -0.5578  -3.3665  0.0694
C  -2.8679  -2.8392  0.8262
C  -3.8264  -2.1528  1.5605
C  -5.2661  -2.6002  1.5972
C  -3.4060  -1.0519  2.3213
C  -2.0667  -0.6534  2.3481
C  -1.7168  0.5423  3.2156
C  2.3156  -3.1606  2.6935
C  2.6217  -3.5817  1.2741
C  2.8013  -3.9343  3.7336
H  2.7514  -4.0680  7.1056
H  4.3044  -4.2446  6.4038
H  3.0704  -5.4273  6.0550
H  2.1890  -1.9044  6.3621
H  1.9090  0.4318  5.3837
H  0.2660  -0.1468  5.2562
H  1.0338  0.6091  3.8634
H  2.8352  -1.2787  -0.6990
H  4.3027  -3.1629  -1.5203
H  3.9460  -4.0660  -3.7770
H  2.4087  -3.0080  -5.3252
H  0.9324  -1.1198  -4.5480
H  0.1039  -2.8121  -0.5844
H  -1.1323  -4.0910  -0.5259
H  0.0721  -3.9181  0.7703
H  -3.1795  -3.6810  0.2356
H  -5.3353  -3.6469  1.2599
H  -5.8942  -1.9808  0.9470
H  -5.6260  -2.5751  2.6252
H  -4.1315  -0.5353  2.9368
H  -2.5885  1.1913  3.3200
H  -0.9021  1.1660  2.8217
H  -1.4540  0.2733  4.2406
H  1.9700  -3.1249  0.5260
H  2.5716  -4.6592  1.1519
H  3.6457  -3.2850  1.0123
H  3.2736  -4.8982  3.5293
F  -1.4566  -2.1045  -6.1546
C  -1.8572  -1.3715  -5.0944
C  -2.0133  -0.0043  -5.2485
C  -2.2524  0.7724  -4.1100
C  -2.3076  0.2216  -2.8317
C  -2.2645  1.0708  -1.6194
C  -2.2446  -1.1666  -2.7605
C  -1.9995  -1.9708  -3.8572
H  -1.9182  0.4719  -6.2155
H  -2.3505  1.8472  -4.2303
H  -2.7736  0.5725  -0.7744
H  -2.8071  2.0002  -1.8316
H  -2.3455  -1.6115  -1.7698
H  -1.8780  -3.0397  -3.7547

Löwdin atomic charge list, values in e, 5 entries:
1 Ti 1.122
2 Br 0.729
3 C -0.642
4 C -0.099
5 C -0.029


Record 5
The following is a quantum chemistry calculation of C20H28N4O3S in the gas phase, from the OMol25 dataset.

- HOMO energy: -8.03 eV
- E: -1621.8591 Ha
- Strongest force on any atom: 1.0 eV/Å
- Charge: 0

Cartesian coordinates (Å):
C  2.0173  1.9300  -2.2954
N  2.4609  1.2341  -1.1185
C  1.9346  0.0721  -0.6022
C  0.6846  -0.4959  -1.1307
O  -0.2674  0.2370  -1.4184
N  0.5892  -1.8307  -1.2845
C  1.5911  -2.8245  -0.9816
C  1.1120  -3.6926  0.1832
C  -0.2262  -4.3434  -0.1614
C  -1.2521  -3.2706  -0.5535
C  -1.6827  -2.5175  0.7163
O  -1.9208  -3.1361  1.7367
N  -1.8096  -1.1828  0.6254
C  -2.2455  -0.3823  1.7481
C  -3.5848  0.3245  1.4830
N  -3.3975  1.7298  1.1663
C  -4.6077  2.5278  1.2799
C  -5.5560  2.3376  0.0878
O  -4.9070  2.6212  -1.1339
C  -3.7492  1.8244  -1.2933
C  -2.7796  2.0127  -0.1213
C  -0.6716  -2.4212  -1.6867
C  2.6563  -0.3049  0.5228
C  3.6700  0.6469  0.6673
S  5.0158  1.0286  1.6836
C  5.3705  2.4135  0.6959
C  4.5225  2.5920  -0.3485
C  3.5377  1.5789  -0.3692
H  2.2011  2.9962  -2.1698
H  2.5542  1.5803  -3.1824
H  0.9501  1.7648  -2.4319
H  1.7221  -3.4542  -1.8712
H  2.5410  -2.3412  -0.7586
H  0.9866  -3.0728  1.0728
H  1.8585  -4.4573  0.4005
H  -0.0946  -5.0447  -0.9886
H  -0.6046  -4.8906  0.7023
H  -2.1579  -3.7676  -0.9203
H  -1.5643  -0.6823  -0.2167
H  -2.3464  -1.0723  2.5884
H  -1.4882  0.3694  1.9880
H  -4.1267  -0.2407  0.7077
H  -4.1847  0.2891  2.3952
H  -5.1221  2.2805  2.2102
H  -4.2996  3.5775  1.3179
H  -6.3987  3.0285  0.1493
H  -5.9421  1.3058  0.0755
H  -3.2876  2.1425  -2.2288
H  -4.0382  0.7652  -1.3837
H  -1.8943  1.3970  -0.2659
H  -2.4655  3.0612  -0.0974
H  -0.4842  -3.0734  -2.5484
H  -1.3489  -1.6281  -2.0076
H  2.4452  -1.1251  1.1784
H  6.2110  3.0223  0.9647
H  4.6028  3.3982  -1.0546

Löwdin atomic charge list, values in e, 5 entries:
1 C 0.004
2 N -0.036
3 C -0.129
4 C -0.368
5 O -0.001


Record 6
The following is a quantum chemistry calculation of 2 unconnected molecules or ions with the total composition C2H2BrO3P, from the OMol25 dataset.

- HOMO energy: -0.14 eV
- E: -3218.5052 Ha
- Strongest force on any atom: 4.0 eV/Å
- Charge: -2

Cartesian coordinates (Å):
C  0.8021  -1.3028  -0.3687
C  -0.1468  -0.7952  -1.0510
O  -0.3462  0.7602  2.1194
O  -1.9407  2.0860  0.6659
O  0.5529  2.5405  0.5767
P  -0.5646  1.6781  1.0035
Br  -0.5501  -1.9627  -2.7758
H  1.3549  -2.1676  -0.6928
H  0.8387  -0.8365  0.5229

Löwdin atomic charge list, values in e, 5 entries:
1 C -0.331
2 C -0.590
3 O -0.394
4 O -0.411
5 O -0.409